83
Properties=species:S:1:pos:R:3:forces:R:3 method="wB97M-V/def2-TZVPD" lumo_energy_ev=-6.21 charge=+2 homo_lumo_gap_ev=7.59 homo_energy_ev=-13.80
C 2.2741 4.4843 -0.3889 -0.03 0.22 -0.53
C 1.1402 4.0301 -1.0869 -0.28 -0.22 0.23
C 1.2728 3.5525 -2.4113 0.20 0.68 0.28
C 2.4550 3.9016 -3.0686 -0.24 -0.77 0.48
N 3.4854 4.4563 -2.4470 0.26 0.99 -0.52
C 3.4021 4.7735 -1.1623 -0.32 -0.82 0.36
C -0.1419 3.9279 -0.3772 0.87 -3.72 0.91
C -0.8155 3.1118 0.2815 0.55 2.18 -0.40
C -2.0331 2.7118 0.9168 -0.60 -0.11 0.38
C -2.3275 1.4836 1.5921 -0.20 0.50 -0.41
C -3.6889 1.1189 1.6962 0.40 0.27 0.05
C -4.6842 2.0221 1.3368 -0.94 0.21 0.16
C -4.3958 3.3558 0.9540 0.28 -0.70 0.08
C -3.0563 3.6689 0.7127 -0.52 -0.90 -0.03
Cd -0.7061 -0.4984 0.5309 1.28 0.90 0.14
P 1.9248 -0.2950 -0.1505 1.24 0.11 0.02
H 0.5419 2.8867 -2.8935 -0.05 0.96 0.18
H 2.3192 4.5325 0.7079 -0.41 0.60 -0.61
H 2.5701 3.6994 -4.1294 0.12 -0.17 0.10
H 4.2634 5.2539 -0.7124 0.11 -0.19 -0.01
H -2.7525 4.6182 0.2851 -0.25 -0.06 0.11
H -1.6037 0.9318 2.2452 -0.37 0.46 -1.08
H -5.1757 4.1141 0.8002 0.31 -0.57 0.08
H -3.9630 0.1345 2.0818 0.02 0.40 0.10
C 2.5662 -2.0030 0.1573 -0.45 0.12 0.24
C 3.7973 -2.5392 -0.5717 0.26 -0.25 0.08
H 1.7191 -2.6868 -0.0282 0.23 0.12 0.15
H 2.7538 -2.0124 1.2433 -0.14 -0.15 -0.20
H 3.9027 -3.5782 -0.2302 0.17 0.20 -0.26
H 3.6999 -2.5552 -1.6670 -0.04 0.08 0.37
H 4.7240 -2.0144 -0.2970 -0.41 -0.13 -0.19
C 2.3347 0.0643 -1.9116 -0.89 -0.12 -0.02
C 3.7465 0.4497 -2.3402 0.35 -0.04 -0.24
H 1.6411 0.8648 -2.2170 0.16 -0.29 -0.01
H 2.0275 -0.8541 -2.4299 -0.03 0.19 -0.16
H 3.7279 0.5113 -3.4364 0.10 0.09 0.23
H 4.0702 1.4308 -1.9666 -0.18 -0.29 -0.02
H 4.5065 -0.3002 -2.0843 -0.30 0.22 0.00
C 3.0889 0.8201 0.7518 -0.64 0.13 0.27
C 4.5621 0.4284 0.8788 0.36 0.12 0.00
H 2.6582 0.9735 1.7562 0.17 0.03 -0.29
H 3.0011 1.7775 0.2142 -0.02 -0.12 0.23
H 5.0374 1.2220 1.4733 0.01 -0.33 -0.11
H 4.7239 -0.5288 1.3983 -0.14 0.37 -0.13
H 5.0908 0.3977 -0.0867 -0.31 -0.04 0.42
Br -6.5324 1.4087 1.5081 1.20 0.52 -0.18
P -1.8796 -1.5811 -1.3493 0.91 0.43 2.01
C -0.7151 -2.4531 -2.4405 0.11 -0.11 -0.31
C -1.2678 -3.7704 -3.0072 0.17 -0.21 -0.27
H 0.2135 -2.6460 -1.8621 -0.57 0.14 -0.23
H -0.4341 -1.7522 -3.2496 -0.13 -0.25 0.33
H -0.4777 -4.2127 -3.6387 -0.45 0.02 0.27
H -1.5060 -4.4833 -2.1953 0.08 0.31 -0.48
H -2.1603 -3.6163 -3.6412 0.42 -0.07 0.36
C -2.8207 -2.7113 -0.2595 -0.50 -0.22 -0.36
C -4.1806 -3.0585 -0.8732 -0.28 -0.45 0.33
H -2.9706 -2.1980 0.7155 0.07 -0.29 -0.60
H -2.2015 -3.6095 -0.0617 -0.26 0.42 -0.15
H -4.6907 -3.7258 -0.1590 -0.10 0.26 -0.48
H -4.7918 -2.1434 -1.0070 0.26 -0.61 0.02
H -4.0735 -3.5906 -1.8377 -0.11 0.30 0.49
C -2.9088 -0.3508 -2.1620 -0.13 0.20 -0.33
C -3.3170 -0.8187 -3.5508 -0.41 0.21 -0.43
H -2.3183 0.5792 -2.2252 -0.14 -0.33 0.01
H -3.7727 -0.1144 -1.5200 0.26 -0.20 -0.10
H -3.9136 -0.0311 -4.0182 0.08 -0.16 -0.10
H -2.4388 -0.9984 -4.1826 -0.25 0.03 0.09
H -3.9322 -1.7254 -3.5263 0.16 0.17 0.02
C 1.0800 -2.4917 4.0705 0.38 -0.20 0.21
C -0.0916 -2.0932 3.2258 -0.50 -0.08 0.39
O -0.0785 -0.6927 2.8926 -0.23 0.39 -1.11
C 0.0256 0.3436 3.9231 0.37 -0.18 -0.34
C -1.2005 0.4757 4.7854 -0.03 -0.06 0.18
H 2.0143 -2.2540 3.5551 -0.03 0.08 0.11
H 1.0767 -3.5707 4.2361 -0.09 0.06 0.03
H 1.0764 -2.0060 5.0501 -0.01 -0.10 -0.13
H -0.0527 -2.6385 2.2665 -0.02 0.27 0.15
H -1.0585 -2.3384 3.6949 0.30 0.02 -0.01
H 0.9218 0.1359 4.5151 -0.13 0.07 -0.08
H 0.2123 1.2721 3.3504 -0.04 -0.44 0.23
H -1.3918 -0.4198 5.3826 -0.02 0.08 -0.11
H -1.0459 1.3048 5.4748 0.06 -0.01 0.10
H -2.0816 0.7313 4.2006 -0.12 -0.15 0.03